(1)
A 2-piece molecular cluster, C26H25BCl2NO9S overall. Source: the Open Molecules 2025 dataset; level of theory: wB97M-V/def2-TZVPD.

ORCA input file:
```
! RIJCOSX wB97M-V def2-TZVPD def2/J DEFGRID3
* xyz -1 1
N -0.9457 3.7479 -0.5285
B -1.2608 2.9047 -1.7502
O -1.6227 3.6690 -2.9963
C -1.2033 1.2649 -1.8567
C -1.7636 0.5929 -3.2642
C -1.7420 -1.0190 -3.5615
C -1.1428 -2.0724 -2.4317
C -0.6213 -1.4187 -1.0211
C -0.0062 -2.4595 0.1347
C -1.3147 -3.1434 0.8663
C -1.0976 -3.4917 2.4538
C -1.6018 -5.0555 2.7600
S -0.0615 -6.1657 2.6163
O 0.8300 -5.6293 1.4389
O -0.4299 -7.6576 2.3293
Cl 0.9215 -6.0024 4.4927
C -0.6495 0.2257 -0.7163
C -0.1163 0.7727 0.7345
C 1.5237 0.9314 0.6074
C 2.2383 1.4987 -0.7931
C 3.8993 1.6151 -0.9454
C 4.9528 1.1644 0.2604
C 4.2374 0.6294 1.6702
C 2.5869 0.5152 1.8151
C -1.1196 -3.6584 -2.8457
O -0.7557 -4.6829 -2.0698
C -1.5486 -4.0612 -4.4113
C -1.3147 -5.6255 -4.9014
O -0.2073 -5.8283 -5.6683
O -2.2414 -6.7290 -4.5392
C -2.1103 -3.1031 -5.4016
Cl -2.5780 -3.6322 -7.1518
C -2.3476 -1.5081 -5.0375
O -2.9928 -0.6268 -5.8304
H -1.8493 3.8001 0.0315
H -0.7766 4.7335 -0.8878
H -2.5232 4.1022 -2.8812
H -2.1880 1.3102 -4.0887
H 0.6807 -3.2666 -0.4102
H 0.6903 -1.9177 0.9065
H -1.6693 -4.1532 0.3417
H -2.2254 -2.4037 0.7712
H -1.8581 -2.7990 3.0560
H 0.0146 -3.3027 2.8394
H -2.0863 -5.1669 3.8342
H -2.4394 -5.4084 1.9867
H -0.2883 -0.0759 1.5563
H -0.6634 1.7237 1.1417
H 1.5423 1.8064 -1.7102
H 4.3139 2.0154 -1.9671
H 6.1292 1.2084 0.1566
H 4.9896 0.3089 2.5223
H 2.2058 0.0994 2.8650
O 0.1454 3.4588 2.4442
C 0.3639 4.6124 2.7755
O -0.1252 5.1932 3.9102
C 0.2367 6.5733 3.9232
C 1.4304 6.6801 3.0107
C 1.1602 5.6071 1.9865
H -0.6148 7.1611 3.5644
H 0.4753 6.8824 4.9450
H 1.5539 7.6766 2.5784
H 2.3445 6.4362 3.5656
H 0.5491 5.9787 1.1593
H 2.0873 5.1644 1.6152
*
```

Calculated values
E_tot   -83820.0274 eV
Largest force on an atom   8.50 eV/Å
Kohn-Sham gap   5.10 eV

Atom charges from the Mulliken analysis, given in e for atoms 1 to 8: -0.335, 0.493, -0.583, 0.176, -1.049, -0.075, 0.406, -0.196


(2)
A 4-piece molecular cluster, C4H14O3 overall. Source: the Open Molecules 2025 dataset; level of theory: wB97M-V/def2-TZVPD.

ORCA input file:
```
! RIJCOSX wB97M-V def2-TZVPD def2/J DEFGRID3
* xyz -1 2
C -1.3601 0.3913 2.7715
C -0.5717 -0.9279 2.6457
C -0.0681 -1.1532 1.2387
C -0.5361 -2.1081 0.4457
H -2.0405 0.3249 3.6276
H -0.6878 1.2299 2.8968
H -1.9009 0.6045 1.8508
H -1.1773 -1.7749 2.9672
H 0.2558 -0.8880 3.3596
H 0.7673 -0.5086 0.9534
H -0.1916 -2.2854 -0.5604
H -1.2683 -2.8383 0.7873
H -0.0428 0.9172 -2.2633
H -1.0196 2.0895 -2.4897
O -0.4214 1.4884 -2.9557
H 3.8991 1.3081 -0.5452
H 4.2058 1.5883 0.9396
O 4.6236 1.4897 0.0758
H -0.2946 0.0588 -5.7419
H -1.0125 0.5851 -4.5252
O -1.1582 0.4085 -5.4783
*
```

Calculated values
E_tot   -10516.2228 eV
Largest force on an atom   0.78 eV/Å
Energy relative to the best compared isomer or geometry (same formula, charge and spin)   5.3 kcal per mole
Kohn-Sham gap (spin up / spin down)   3.07 / 10.22 eV

Atom charges from the Mulliken analysis, given in e for atoms 1 to 8: -1.302, -0.520, -0.073, -0.889, 0.341, 0.390, 0.345, 0.311


(3)
C43H59FN4OPRbS2Si4 as an isolated structure. Source: the Open Molecules 2025 dataset; level of theory: wB97M-V/def2-TZVPD.

ORCA input file:
```
! RIJCOSX wB97M-V def2-TZVPD def2/J DEFGRID3
* xyz -2 1
Rb -1.0391 -0.0509 0.8466
N -0.6297 4.0608 1.3713
P 0.5172 2.8291 0.9204
C 1.1455 3.3773 -0.6383
C 1.0452 4.6745 -1.1273
C 1.7355 5.1220 -2.2438
C 2.7414 4.2502 -2.7742
C 2.8777 2.9706 -2.3654
C 1.8354 2.3182 -1.4849
C 1.7915 3.2891 2.1836
C 2.2382 2.2959 3.0498
C 3.2420 2.5549 3.9767
C 3.8117 3.8159 4.0419
C 3.3881 4.8128 3.1665
C 2.3966 4.5453 2.2373
C -1.9880 3.9327 1.3605
C -2.8007 5.0376 1.6887
C -4.1654 4.8794 1.7003
C -4.7167 3.6382 1.3919
C -3.8453 2.6135 1.0761
N -2.5155 2.7434 1.0498
H -0.2830 4.9726 1.6245
H 0.4070 5.3826 -0.5990
H 1.6321 6.1387 -2.6004
H 3.4566 4.6533 -3.4884
H 3.6955 2.3546 -2.7269
H 2.3226 1.5723 -0.8438
H 1.8151 1.3004 2.9844
H 3.5883 1.7583 4.6244
H 4.5982 4.0225 4.7583
H 3.8527 5.7921 3.1952
H 2.1197 5.3078 1.5151
H -2.3397 5.9889 1.9245
H -4.8038 5.7193 1.9506
H -5.7828 3.4626 1.3964
H -4.2345 1.6290 0.8334
C 5.2583 1.4987 0.7342
Si 4.8810 -0.3512 0.6803
C 4.7132 -0.8029 -1.1473
C 6.5148 -1.1831 1.2071
N 3.4709 -0.7770 1.4926
C 3.2057 -1.3727 2.6482
C 4.1533 -1.9351 3.5638
C 3.8012 -2.5558 4.7482
C 2.4733 -2.6767 5.1442
C 1.5020 -2.1441 4.2988
C 1.8730 -1.5370 3.1274
F 0.8413 -1.0273 2.3576
H 5.6843 1.8462 -0.2108
H 5.9689 1.7360 1.5312
H 4.3560 2.0841 0.9135
H 5.6399 -0.5902 -1.6888
H 3.9113 -0.2297 -1.6196
H 4.4824 -1.8639 -1.2702
H 7.3078 -0.9252 0.4981
H 6.4260 -2.2729 1.2316
H 6.8359 -0.8523 2.1985
H 5.1977 -1.8642 3.2937
H 4.5860 -2.9587 5.3812
H 2.1979 -3.1581 6.0730
H 0.4472 -2.1940 4.5459
S -5.6115 -0.5342 0.3533
C -4.8805 -1.7168 1.3159
N -3.6172 -1.8757 1.6216
C -3.3953 -2.9788 2.4159
C -2.1451 -3.3853 2.8859
C -2.0474 -4.5159 3.6783
C -3.1825 -5.2550 4.0137
C -4.4332 -4.8655 3.5553
C -4.5327 -3.7320 2.7611
S -5.9212 -2.9925 2.0324
H -1.2603 -2.8143 2.6284
H -1.0753 -4.8272 4.0408
H -3.0882 -6.1396 4.6315
H -5.3182 -5.4341 3.8140
C 1.2135 -2.1696 -0.8599
O -0.0001 -1.7192 -1.4500
Si -0.6665 -2.3779 -2.8242
C 0.6419 -2.3155 -4.1804
C -1.0110 -4.1915 -2.4693
C -2.1594 -1.4082 -3.1691
Si -2.0331 0.2794 -3.4419
C 0.8206 1.5528 -2.3687
C -1.0314 0.9765 -4.8537
C -3.0479 1.6259 -2.6602
Si -3.8243 -2.1880 -3.1381
C -3.9932 -3.2726 -4.6831
C -5.2023 -0.9075 -3.3044
C -4.1874 -3.2707 -1.6432
H 1.9479 -2.4713 -1.6114
H 1.0242 -3.0186 -0.1949
H 1.6576 -1.3656 -0.2703
H 1.4677 -3.0077 -3.9995
H 1.0687 -1.3127 -4.2615
H 0.1884 -2.5694 -5.1415
H -0.0741 -4.7505 -2.4040
H -1.6214 -4.6490 -3.2493
H -1.5404 -4.3058 -1.5218
H 1.3167 0.7843 -2.9720
H 0.0640 1.0629 -1.7406
H 0.3394 2.2742 -3.0314
H -0.1224 0.3960 -5.0084
H -0.7721 2.0273 -4.7341
H -1.6456 0.8636 -5.7533
H -3.2700 1.4111 -1.6137
H -4.0074 1.7224 -3.1740
H -2.5184 2.5784 -2.7204
H -3.8782 -2.6584 -5.5802
H -4.9694 -3.7642 -4.7246
H -3.2240 -4.0461 -4.7159
H -4.9677 -0.1441 -4.0524
H -5.3850 -0.4159 -2.3465
H -6.1315 -1.3898 -3.6179
H -4.0338 -4.3308 -1.8589
H -5.2170 -3.1296 -1.3076
H -3.5453 -2.9959 -0.8044
*
```

Calculated values
E_tot   -119405.8497 eV
Largest force on an atom   0.74 eV/Å
Energy relative to the best compared isomer or geometry (same formula, charge and spin)   76.4 kcal per mole
Kohn-Sham gap   4.55 eV

Atom charges from the Mulliken analysis, given in e for atoms 1 to 8: 0.527, 0.095, -0.053, -0.128, 0.111, -1.203, -0.208, -1.074


(4)
One molecule with the formula C22H27N3O2. Source: the Open Molecules 2025 dataset; level of theory: wB97M-V/def2-TZVPD.

ORCA input file:
```
! RIJCOSX wB97M-V def2-TZVPD def2/J DEFGRID3
* xyz 0 1
C -0.0863 -0.4839 2.4500
C -0.2356 -2.0895 2.6596
C 0.4812 -2.7535 3.7174
C 0.2769 -4.0155 3.8487
C -0.6119 -4.8137 2.8509
C -1.1153 -4.0440 1.8858
C -1.0313 -2.5698 1.7603
O -1.6057 -2.2462 0.5110
C -0.8470 -2.1815 -0.6891
C -1.7745 -1.5011 -1.6416
N -1.3173 -0.0349 -1.7118
C -0.6492 0.6770 -2.6932
C 0.1209 0.2595 -3.5810
C 1.2876 -0.1867 -3.1951
N 2.1857 0.8239 -2.4840
C 1.9102 1.1278 -1.0951
O 1.5931 0.0572 -0.3684
C 2.3793 2.2997 -0.6046
C 3.7645 2.4843 -0.7412
C 1.9543 2.4556 0.9100
N -0.9060 1.8987 -2.3330
C -1.4068 2.0896 -1.0986
C -1.8294 3.1696 -0.5080
C -2.6334 3.2189 0.7454
C -3.3056 1.8710 1.1079
C -2.8914 0.7828 0.3652
C -1.9343 0.7016 -0.7530
H -1.0240 -0.1314 2.0684
H 0.3122 -0.2203 3.2818
H 0.5088 -0.2660 1.6419
H 1.0325 -2.0569 4.3108
H 0.9066 -4.3059 4.6361
H -0.4293 -5.9040 3.0413
H -1.7900 -4.7686 1.2960
H -0.7248 -3.3041 -0.8072
H -0.0431 -1.6282 -0.3580
H -1.6070 -1.8071 -2.6488
H -2.7061 -1.6539 -1.5580
H 0.2347 0.7021 -4.6444
H -0.4147 -0.8523 -4.0531
H 1.5748 -0.8195 -2.4035
H 2.0832 -0.3583 -4.0909
H 2.0187 1.8200 -2.8231
H 1.9582 3.2388 -1.2019
H 4.3151 1.7549 0.0285
H 4.0488 2.4656 -1.6714
H 4.0167 3.5527 -0.2581
H 0.6577 2.2750 0.7534
H 2.0744 3.6387 1.4630
H 2.2362 1.7483 1.4889
H -1.2805 4.2146 -0.6390
H -2.7538 4.1104 1.3396
H -3.7991 1.7441 1.8095
H -3.1788 -0.1855 0.6838
*
```

Calculated values
E_tot   -31801.1863 eV
SMILES   Cc1ccccc1OCCn1c(CCNC(=O)C(C)C)nc2ccccc21
Largest force on an atom   18.73 eV/Å
Energy relative to the best compared isomer or geometry (same formula, charge and spin)   427.6 kcal per mole
Kohn-Sham gap   8.28 eV

Atom charges from the Mulliken analysis, given in e for atoms 1 to 8: -1.911, 1.343, -0.987, -0.342, -0.954, -0.072, 0.257, -0.271


(5)
One molecule with the formula C4H10S2. Source: the Open Molecules 2025 dataset; level of theory: wB97M-V/def2-TZVPD.

ORCA input file:
```
! RIJCOSX wB97M-V def2-TZVPD def2/J DEFGRID3
* xyz 0 1
C 0.2921 1.6955 -1.8286
S -0.8009 1.3957 -0.3588
C 0.0972 -0.0282 0.3294
C -0.1826 -1.1940 -0.5396
C -0.3861 -0.0729 1.7763
S -0.3123 -1.6133 2.7282
H 0.6489 2.7317 -1.8708
H 1.2375 1.0681 -1.9138
H -0.2877 1.3721 -2.7321
H 1.1211 0.3986 0.3413
H 0.0666 -1.0299 -1.6262
H 0.3116 -2.1382 -0.1545
H -1.2413 -1.5168 -0.4511
H -1.5004 0.2017 1.7881
H 0.0833 0.7153 2.2509
H 0.8530 -1.9854 2.2613
*
```

Calculated values
E_tot   -25979.9324 eV
SMILES   CS[C@H](C)CS
Largest force on an atom   3.07 eV/Å
Energy relative to the best compared isomer or geometry (same formula, charge and spin)   24.3 kcal per mole
Kohn-Sham gap   9.58 eV

Atom charges from the Mulliken analysis, given in e for atoms 1 to 8: -0.911, -0.097, 0.142, -1.036, -0.902, -0.209, 0.343, 0.294